DFT (wB97M-V/def2-TZVPD) results for the ion C6H9N with charge +1.

Geometry as XYZ:
```
16
C6H9N (wB97M-V/def2-TZVPD)
C -0.414 1.969 -1.782
C 0.054 0.854 -0.892
C 1.125 0.772 0.058
N 0.902 -0.160 1.048
C -0.200 -0.891 0.640
C -0.687 -0.316 -0.562
C -0.616 -2.123 1.417
H -0.201 1.866 -2.847
H 0.293 2.816 -1.742
H -1.436 2.174 -1.496
H 2.048 1.255 -0.045
H 1.502 -0.716 1.543
H -1.560 -0.571 -1.020
H -0.105 -3.030 1.143
H -1.774 -2.333 1.384
H -0.655 -1.924 2.474
```

Calculated values
E_HOMO (spin up / spin down) = -14.368 / -14.775 eV
Charge = +1
E_LUMO (spin up / spin down) = -3.66 / -7.11 eV
Multiplicity = 2
⟨S²⟩ = 0.763


DFT (wB97M-V/def2-TZVPD) results for the ion C6H9N2 with charge +1.

Geometry as XYZ:
```
17
C6H9N2 (wB97M-V/def2-TZVPD)
C -2.713 0.498 0.476
C -1.473 -0.061 0.608
C -0.877 -0.957 -0.408
C 0.440 -1.085 -0.683
C 1.539 -0.448 0.115
N 2.225 -1.260 0.902
C 1.337 0.807 -0.131
N 0.892 1.893 -0.679
H -3.115 1.007 1.337
H -3.372 0.234 -0.312
H -0.801 0.124 1.388
H -1.571 -1.587 -0.929
H 0.764 -1.716 -1.385
H 2.105 -2.246 0.777
H 3.152 -1.087 1.250
H 1.268 2.142 -1.614
H 0.122 2.404 -0.465
```

Calculated values
E_HOMO = -13.177 eV
Charge = +1
E_LUMO = -4.48 eV


DFT (wB97M-V/def2-TZVPD) results for the ion C6H9N2O with charge +1.

Geometry as XYZ:
```
18
C6H9N2O (wB97M-V/def2-TZVPD)
C 0.563 1.641 0.995
C 0.885 1.466 -0.400
C -0.179 0.601 1.566
C -0.564 -0.533 -0.577
C 0.417 0.621 -2.716
C -1.084 -1.674 1.655
N 0.119 0.583 -1.172
N -0.473 -0.511 0.885
O -0.631 -2.768 0.830
H 0.928 2.414 1.586
H 1.488 2.077 -1.066
H 0.045 0.181 2.668
H -0.245 1.413 -3.216
H 1.433 1.148 -2.799
H 0.258 -0.407 -3.339
H 0.227 -3.341 1.082
H -2.109 -1.588 1.323
H -1.079 -1.322 2.694
```

Calculated values
E_HOMO = -13.547 eV
Charge = +1
E_LUMO = -5.25 eV


DFT (wB97M-V/def2-TZVPD) results for the ion C6H9N2O with charge +1.

Geometry as XYZ:
```
18
C6H9N2O (wB97M-V/def2-TZVPD)
C -0.555 -0.486 2.084
C -1.709 -0.586 1.370
C 0.477 -0.281 1.169
C 2.314 0.517 -0.958
C 2.604 -0.291 0.239
C -2.220 -0.458 -1.087
N -0.002 -0.272 -0.029
N -1.327 -0.462 0.060
O 1.824 -0.294 1.331
H -0.530 -0.596 3.091
H -2.650 -1.063 1.671
H 3.101 0.414 -1.639
H 1.392 1.075 -1.037
H 2.816 -1.370 -0.208
H 3.669 -0.107 0.358
H -1.750 0.062 -1.942
H -2.410 -1.508 -1.421
H -3.174 0.066 -0.787
```

Calculated values
E_HOMO (spin up / spin down) = -12.920 / -12.920 eV
Charge = +1
E_LUMO (spin up / spin down) = -7.03 / -7.03 eV


DFT (wB97M-V/def2-TZVPD) results for the ion C6H9N2O with charge +1.

Geometry as XYZ:
```
18
C6H9N2O (wB97M-V/def2-TZVPD)
C 2.189 -0.247 0.401
C 1.406 0.843 -0.374
N 0.053 0.458 -0.222
C -0.941 1.323 0.096
O -2.229 1.335 0.290
C -3.468 0.255 0.267
C -2.973 -0.929 -0.045
C -1.573 -1.363 -0.441
N -0.429 -0.854 -0.598
H 1.783 -1.281 0.423
H 3.178 -0.293 0.054
H 2.398 -0.103 1.461
H 1.825 0.844 -1.337
H 1.656 1.887 0.072
H -0.405 2.381 0.132
H -4.413 0.810 0.435
H -3.760 -1.796 -0.060
H -1.411 -2.428 -0.932
```

Calculated values
E_HOMO = -14.341 eV
Charge = +1
E_LUMO = -5.23 eV


DFT (wB97M-V/def2-TZVPD) results for the ion C6H9N2O with charge +1.

Geometry as XYZ:
```
18
C6H9N2O (wB97M-V/def2-TZVPD)
C 2.024 -0.807 -0.353
C 1.358 1.203 0.455
C -1.031 0.410 1.257
C -1.358 0.533 -0.176
C 0.139 0.234 0.263
C -1.971 -0.599 -0.913
N 2.455 0.476 -0.048
N 0.724 -0.974 -0.052
O 1.434 2.367 0.754
H 2.552 -1.602 -0.836
H -0.832 1.306 1.817
H -1.235 -0.516 1.763
H -1.479 1.585 -0.451
H -1.798 -1.374 -0.188
H -1.652 -0.698 -1.914
H -2.958 -0.555 -0.847
H 3.308 0.855 -0.304
H 0.320 -1.842 -0.226
```

Calculated values
E_HOMO (spin up / spin down) = -10.739 / -15.187 eV
Charge = +1
E_LUMO (spin up / spin down) = -2.96 / -8.17 eV
Multiplicity = 3
⟨S²⟩ = 2.018


DFT (wB97M-V/def2-TZVPD) results for a cluster of 2 separate species, C6H9N2O2 in total.

Geometry as XYZ:
```
19
C6H9N2O2 (wB97M-V/def2-TZVPD)
C -0.654 3.601 1.842
C 0.264 1.150 -0.537
C -1.462 1.166 0.886
C -0.745 2.406 0.929
N -0.886 0.462 -0.097
N 0.257 2.333 0.029
H -0.873 -0.564 -0.303
H 0.956 0.794 -1.281
H -2.349 0.912 1.406
H -1.393 3.617 2.679
H -1.094 4.414 1.252
H 0.349 3.793 2.192
C 1.854 -2.093 -0.133
C 0.637 -2.711 -0.919
O -0.471 -2.128 -0.678
O 0.851 -3.663 -1.640
H 2.422 -2.883 0.360
H 1.538 -1.444 0.705
H 2.570 -1.580 -0.808
```

Calculated values
E_HOMO = -4.801 eV
Charge = -1
E_LUMO = 3.55 eV


DFT (wB97M-V/def2-TZVPD) results for the ion C6H9N2O5 with charge +1.

Geometry as XYZ:
```
22
C6H9N2O5 (wB97M-V/def2-TZVPD)
C -0.657 2.415 -1.226
N -0.176 2.067 0.044
N -0.192 0.859 0.376
C -0.827 -0.330 -0.165
O -1.882 -0.368 -0.731
O -0.111 -1.378 0.179
C -0.618 -2.658 -0.188
C 0.756 0.597 1.549
C 2.135 0.462 0.849
O 2.542 1.794 0.839
C 1.797 2.558 1.693
O 1.853 3.727 1.996
O 0.848 1.695 2.318
H -1.060 1.608 -1.830
H 0.342 2.797 -1.684
H -1.296 3.255 -1.169
H -0.556 -3.203 0.848
H 0.063 -3.182 -0.840
H -1.647 -2.470 -0.691
H 0.396 -0.254 2.161
H 2.169 -0.038 -0.100
H 2.665 -0.128 1.583
```

Calculated values
E_HOMO = -15.305 eV
Charge = +1
E_LUMO = -6.51 eV


DFT (wB97M-V/def2-TZVPD) results for the ion C6H9N2S with charge +1.

Geometry as XYZ:
```
18
C6H9N2S (wB97M-V/def2-TZVPD)
C 0.093 2.980 0.098
C 0.961 1.782 -0.012
N 0.545 0.552 -0.056
C -0.699 -0.097 -0.052
C -0.530 -1.447 -0.177
C -1.546 -2.479 -0.117
N 0.859 -1.732 -0.130
C 1.518 -0.524 0.028
S 3.094 -0.352 0.276
H 0.530 3.998 0.136
H -0.649 2.819 0.924
H -0.735 3.066 -0.718
H 2.033 1.946 -0.039
H -1.560 0.432 0.167
H -2.415 -2.034 0.088
H -1.744 -3.069 -1.078
H -1.076 -3.209 0.644
H 1.322 -2.631 0.019
```

Calculated values
E_HOMO = -12.805 eV
Charge = +1
E_LUMO = -5.58 eV


DFT (wB97M-V/def2-TZVPD) results for a structure of composition C6H9N3.

Geometry as XYZ:
```
18
C6H9N3 (wB97M-V/def2-TZVPD)
C -2.482 1.031 0.663
C 0.000 0.392 0.447
C 1.541 -0.990 1.027
C 1.929 -1.290 -0.141
C 0.304 0.057 -0.921
C -0.905 0.225 -1.995
H -3.014 1.539 1.275
H -3.017 -0.057 0.524
H -3.004 1.748 -0.161
H -0.632 1.441 1.865
H 2.038 -1.410 1.807
H 2.568 -2.253 -0.450
H -0.650 -1.031 -2.889
H -2.135 0.164 -1.233
H -0.430 1.436 -2.590
N -1.003 1.218 0.847
N 0.632 -0.187 1.411
N 1.221 -0.762 -1.205
```

Calculated values
E_HOMO = -8.703 eV
Charge = 0
E_LUMO = 0.68 eV


DFT (wB97M-V/def2-TZVPD) results for an isolated molecule of C6H9N3.

Geometry as XYZ:
```
18
C6H9N3 (wB97M-V/def2-TZVPD)
C 1.835 0.794 -0.461
N 2.272 -0.409 -0.265
N 1.425 -1.306 0.370
C 0.085 -0.820 0.150
C -1.373 -1.271 -0.059
N -1.869 0.079 -0.513
C -1.053 1.108 0.060
C 0.571 1.419 0.083
C -0.119 0.464 0.957
H 2.501 1.449 -1.032
H 1.794 -2.201 0.047
H 0.162 -0.485 -0.888
H -1.875 -1.592 0.876
H -1.541 -2.084 -0.771
H -1.862 0.138 -1.549
H -1.620 1.943 0.486
H 0.672 2.439 0.467
H -0.007 0.335 2.040
```

Calculated values
E_HOMO = -8.476 eV
Charge = 0
E_LUMO = 1.02 eV


DFT (wB97M-V/def2-TZVPD) results for a structure of composition C6H9N3.

Geometry as XYZ:
```
18
C6H9N3 (wB97M-V/def2-TZVPD)
C -2.107 1.079 0.305
C -1.481 -1.205 -0.285
C 0.031 -1.358 -0.018
C 1.346 -1.795 0.041
C 1.455 0.496 -0.084
C 0.139 0.034 -0.117
H -2.232 0.586 1.424
H -3.147 1.065 -0.205
H -1.688 2.069 0.283
H -1.793 -1.676 -1.221
H -2.024 -1.574 0.649
H 1.662 -2.819 0.119
H 3.147 -0.673 0.071
H 1.782 2.243 -1.032
H 1.944 2.241 0.732
N -1.282 0.257 -0.530
N 2.160 -0.701 0.097
N 2.088 1.730 -0.229
```

Calculated values
E_HOMO = -7.636 eV
Charge = 0
E_LUMO = 0.91 eV